The following is a DFT calculation (the ωB97M-V functional and the def2-TZVPD basis) of one molecule with the formula C20H19N9O2 in a non-equilibrium geometry.

Computed properties:
gap between HOMO and LUMO: 7.566 eV
HOMO energy: -8.42 eV
SMILES: COCc1ncc(Nc2cncnc2)c(C(=O)Nc2cc(-c3ccccn3)nn2C)n1
maximum force: 4.3 eV Å⁻¹
energy relative to the best compared isomer or geometry (same formula, charge and spin): 2.722 eV

```
! wB97M-V def2-TZVPD RIJCOSX def2/J DEFGRID3
* xyz 0 1
O -0.915 5.352 3.108
O 0.792 -0.412 -0.270
N -0.747 2.159 1.606
N 1.930 -0.310 2.082
N -1.791 0.541 -3.257
N 2.526 -2.115 5.298
N 0.369 2.644 3.608
N -0.047 -3.671 -3.592
N -0.923 0.825 -0.909
N 3.725 -3.155 3.628
N -1.878 -0.480 -4.212
C -1.095 -1.494 -3.757
C -2.478 1.865 -3.423
C -1.189 0.089 -2.097
C 1.110 0.856 2.200
C -0.225 -2.829 -5.869
C 0.111 0.538 -0.007
C 0.136 1.196 1.262
C -0.896 -1.242 -2.367
C 2.095 -1.190 4.421
C -0.025 -4.175 -6.388
C 3.316 -2.212 2.710
C 0.324 -4.852 -4.154
C -1.495 4.082 3.068
C -0.388 -2.684 -4.457
C 1.248 1.621 3.419
C -0.579 2.908 2.647
C 3.285 -3.040 4.860
C 2.413 -1.187 3.052
C -1.865 6.235 3.723
C 0.163 -5.168 -5.483
H -0.341 -1.936 -1.755
H -2.909 6.076 3.324
H 3.717 -3.742 5.644
H -3.058 1.945 -2.588
H -2.399 4.033 2.440
H 3.735 -2.313 1.762
H 0.789 -5.581 -3.441
H -3.136 1.798 -4.341
H 1.523 -0.391 4.996
H -1.761 2.713 -3.571
H -1.499 1.634 -0.736
H -1.744 3.839 4.082
H -1.735 7.291 3.588
H -0.368 -1.955 -6.472
H 0.166 -6.111 -6.054
H 1.985 1.436 4.218
H -0.062 -4.505 -7.393
H 1.996 -0.733 1.103
H -1.905 5.807 4.744
*
```

natural (NBO) population analysis, charges in e, atoms 1 to 4: -0.52 -0.59 -0.42 -0.60



The following is a DFT calculation (the ωB97M-V functional and the def2-TZVPD basis) of a 2-piece molecular cluster, C20H20BBrClF3O6 overall in a non-equilibrium geometry.

Computed properties:
gap between HOMO and LUMO: 6.346 eV
HOMO energy: -7.78 eV
SMILES: C=Cc1cc(Cl)c(B(O)CC)c2c1C(=O)C(Br)=C(OCC)C2=O.CCOC(=O)C(F)(F)F
maximum force: 3.2 eV Å⁻¹

```
! wB97M-V def2-TZVPD RIJCOSX def2/J DEFGRID3
* xyz 0 1
Br 6.709 -1.646 -2.145
Cl -0.961 -0.062 1.693
F -4.637 2.586 2.128
F -5.047 2.747 0.023
F -3.910 1.078 0.768
O 5.245 1.206 -2.459
O 3.900 -3.365 -2.227
O -6.028 0.016 2.003
O -7.322 1.399 0.798
O 1.432 2.698 -0.238
O 2.319 1.210 -2.931
C -1.765 3.030 -0.135
C -1.003 1.955 -1.024
C 6.795 1.696 -0.526
C 4.845 -1.136 -2.076
C 0.353 -0.746 0.699
C -6.254 1.087 1.234
C 2.479 -4.065 0.309
C 2.575 -1.776 -0.927
C 0.983 0.135 -0.322
C -7.176 -0.793 2.310
C 2.071 -0.396 -1.108
C 3.786 -2.259 -1.787
C -7.458 -1.769 1.187
C 2.260 -4.627 1.597
C 2.838 0.433 -2.182
C 4.379 0.126 -2.241
C -4.960 1.876 1.033
C 5.362 1.847 -1.145
C 1.949 -2.641 0.077
C 0.842 -2.106 0.875
B 0.479 1.671 -0.512
H -1.467 2.962 0.945
H 0.337 -2.700 1.666
H 5.085 2.930 -1.220
H 4.651 1.382 -0.403
H -7.722 -1.244 0.267
H 7.180 0.646 -0.545
H -6.935 -1.339 3.222
H -2.854 2.779 -0.194
H -8.279 -2.435 1.454
H 1.990 2.770 -1.037
H 1.253 -5.064 1.800
H 6.800 1.997 0.561
H -6.572 -2.369 0.969
H 3.070 -4.624 2.368
H -1.569 0.987 -0.946
H -1.580 4.039 -0.571
H -0.988 2.256 -2.108
H 3.039 -4.608 -0.484
H 7.528 2.390 -1.023
H -8.044 -0.168 2.527
*
```

natural (NBO) population analysis, charges in e, atoms 1 to 4: 0.11 0.02 -0.31 -0.30